Entry from the OMol25 dataset: C4H10OSi2 in the gas phase at a distorted geometry (wB97M-V/def2-TZVPD).

Calculated values
HOMO-LUMO gap (alpha / beta): 6.48 / 6.85 eV
F_max: 3.986 eV/Å
spin multiplicity: 3
highest occupied orbital energy (alpha / beta): -6.18 / -9.14 eV
LUMO energy (alpha / beta): 0.295 / -2.288 eV

Structure (XYZ):
```
17
C4H10OSi2 (wB97M-V/def2-TZVPD)
C -1.23406 -2.06490 1.76265
C -0.33984 -1.68483 0.85147
C 0.08750 -0.24825 0.83045
C 0.06936 -2.66227 -0.14595
O -0.14742 0.48827 1.76389
Si 2.08735 2.57291 -0.22176
Si 1.11122 0.58140 -0.89164
H -1.37381 -3.13174 1.78451
H -1.66401 -1.28430 2.37707
H 0.31653 -3.64573 0.27498
H -0.82917 -2.91710 -0.73235
H 0.68534 -2.47676 -0.97849
H 3.43267 2.39061 0.09899
H 1.52118 3.03337 1.16324
H 2.20986 3.71212 -1.14055
H 0.03806 0.66791 -1.97276
H 1.75756 -0.64032 -1.41703
```

Löwdin population analysis, charges in e, atoms 1 to 5: number 1, C, carries 0.028; number 2, C, carries -0.406; number 3, C, carries -0.448; number 4, C, carries -0.114; number 5, O, carries 0.051